Entry from OMol25: the molecule C13H24N4O3S (ωB97M-V with the def2-TZVPD basis set).

## Properties
total charge: 0
ΔE to the lowest compared entry with this formula, charge and spin: 240.3 kJ/mol
SMILES: CC(C)(C)NC[C@@H](O)Cn1snc(N2CCOCC2)c1=O
E_LUMO: 0.3 eV

Atoms and positions in Å:
1 C -1.356 2.908 1.667
2 C -2.614 2.148 1.867
3 C -3.420 2.589 3.056
4 C -3.373 2.269 0.509
5 N -1.970 0.867 2.154
6 C -2.553 -0.434 1.585
7 C -2.166 -1.516 2.611
8 O -2.733 -2.818 2.400
9 C -0.665 -1.482 2.824
10 N 0.009 -1.540 1.504
11 S -0.301 -2.632 0.213
12 N 0.709 -1.827 -0.910
13 C 1.265 -0.746 -0.378
14 N 2.139 0.078 -1.100
15 C 2.173 -0.158 -2.531
16 C 2.469 1.147 -3.228
17 O 3.666 1.744 -2.700
18 C 3.583 2.069 -1.327
19 C 3.212 0.874 -0.498
20 C 0.965 -0.593 1.084
21 O 1.411 0.320 1.809
22 H -0.918 2.697 0.739
23 H -1.678 3.909 1.790
24 H -0.573 2.602 2.417
25 H -4.180 1.806 3.143
26 H -2.773 2.620 3.923
27 H -3.958 3.598 2.981
28 H -4.340 1.890 0.633
29 H -3.550 3.344 0.221
30 H -2.689 1.766 -0.196
31 H -0.976 0.887 2.029
32 H -2.098 -0.756 0.639
33 H -3.705 -0.391 1.391
34 H -2.637 -1.223 3.553
35 H -2.106 -3.392 1.895
36 H -0.469 -0.637 3.442
37 H -0.400 -2.411 3.339
38 H 1.260 -0.477 -2.969
39 H 2.893 -0.897 -2.875
40 H 2.616 1.121 -4.270
41 H 1.653 1.826 -3.149
42 H 2.719 2.644 -1.131
43 H 4.521 2.482 -0.986
44 H 2.906 1.089 0.502
45 H 3.982 0.151 -0.348

Atoms 1-3, force components in eV/Å:
0.728 1.112 2.149
1.376 -0.211 -1.247
-1.258 0.811 -0.151

Entry from OMol25: the molecule C13H24O (ωB97M-V with the def2-TZVPD basis set).

## Properties
total charge: 0
ΔE to the lowest compared entry with this formula, charge and spin: 42.5 kJ/mol
SMILES: CCCC[C@H]1O[C@]2(C)CC[C@H]1[C@@H](C)C2
E_LUMO: 0.9 eV

Atoms and positions in Å:
1 C 5.032 1.330 0.385
2 C 3.540 1.461 0.555
3 C 2.673 0.472 -0.256
4 C 1.201 0.921 -0.338
5 C 0.229 -0.102 -0.943
6 O 0.162 -1.191 0.007
7 C -1.162 -1.566 0.433
8 C -1.015 -2.798 1.309
9 C -2.054 -1.841 -0.810
10 C -2.056 -0.610 -1.749
11 C -1.208 0.508 -1.164
12 C -1.828 0.881 0.240
13 C -3.311 1.313 0.180
14 C -1.748 -0.364 1.209
15 H 5.293 0.399 0.830
16 H 5.295 1.282 -0.684
17 H 5.589 2.120 0.900
18 H 3.288 1.424 1.655
19 H 3.233 2.452 0.211
20 H 3.096 0.410 -1.259
21 H 2.760 -0.505 0.215
22 H 1.177 1.849 -0.942
23 H 0.912 1.147 0.667
24 H 0.651 -0.428 -1.877
25 H -0.397 -2.547 2.217
26 H -1.976 -3.143 1.649
27 H -0.478 -3.601 0.830
28 H -3.078 -2.084 -0.528
29 H -1.624 -2.701 -1.349
30 H -3.091 -0.211 -1.918
31 H -1.664 -0.947 -2.726
32 H -1.219 1.425 -1.817
33 H -1.381 1.785 0.700
34 H -3.931 0.471 -0.121
35 H -3.636 1.663 1.170
36 H -3.427 2.130 -0.575
37 H -2.720 -0.655 1.591
38 H -1.127 -0.152 2.104

Atoms 1-3, force components in eV/Å:
-0.167 0.004 -0.447
-1.147 0.710 0.493
0.249 0.148 0.394

Entry from OMol25: a structure of composition C13H25AlCl7F2MgN3O11S (ωB97M-V with the def2-TZVPD basis set).

## Properties
total charge: 0
ΔE to the lowest compared entry with this formula, charge and spin: 0.0 kJ/mol
E_LUMO: -6.4 eV

Atoms and positions in Å:
1 C -3.919 -1.929 2.370
2 C -2.768 -2.424 1.448
3 C -2.887 -1.955 -0.025
4 N -1.965 -0.859 -0.443
5 C -2.294 0.355 0.331
6 C -1.645 1.663 -0.177
7 C -1.505 1.841 -1.682
8 F -0.332 1.909 0.451
9 S -0.365 -1.265 -0.292
10 O 0.224 -0.823 0.971
11 O 0.411 -0.920 -1.397
12 F -0.316 -2.820 -0.191
13 H -4.048 -0.848 2.265
14 H -3.597 -2.109 3.403
15 H -4.831 -2.503 2.198
16 H -2.792 -3.518 1.494
17 H -1.827 -2.136 1.934
18 H -3.931 -1.659 -0.185
19 H -2.745 -2.832 -0.662
20 H -3.370 0.486 0.273
21 H -2.061 0.261 1.412
22 H -2.291 2.483 0.174
23 H -0.969 2.790 -1.813
24 H -2.445 1.958 -2.268
25 H -0.891 1.072 -2.160
26 Mg -0.686 2.132 2.422
27 O -4.556 3.995 -5.328
28 Cl -3.614 4.292 -4.279
29 O -2.427 4.887 -4.826
30 O -3.254 3.047 -3.602
31 O -4.218 5.178 -3.314
32 O 1.982 -4.258 -1.348
33 H 1.086 -3.932 -1.208
34 Al 1.759 -1.232 2.456
35 C -5.498 0.461 -2.470
36 Cl -6.584 -0.416 -1.381
37 Cl -4.500 -0.703 -3.393
38 Cl -6.432 1.450 -3.571
39 Cl -4.398 1.471 -1.536
40 C 5.412 -2.718 2.531
41 C 5.483 -2.211 3.972
42 O 4.459 -2.044 4.610
43 N 6.685 -1.954 4.508
44 C 7.997 -2.092 3.895
45 H 4.378 -2.886 2.247
46 H 5.840 -1.978 1.861
47 H 5.980 -3.742 2.443
48 H 6.635 -1.618 5.463
49 H 8.589 -2.791 4.485
50 H 8.491 -1.121 3.898
51 H 7.931 -2.456 2.874
52 Cl -5.534 -2.791 -3.912
53 Cl 6.600 -4.078 1.031
54 C -0.856 4.366 -8.446
55 C -0.493 5.369 -7.442
56 N -0.207 6.152 -6.664
57 H -1.020 3.405 -7.962
58 H -1.768 4.669 -8.955
59 H -0.054 4.267 -9.176
60 C 3.913 0.853 6.931
61 O 5.167 0.818 7.005
62 O 3.451 0.496 5.661
63 O 3.074 1.138 7.779
64 H 4.347 0.356 5.312

Atoms 1-3, force components in eV/Å:
1.072 -0.166 -0.004
-0.636 0.081 0.655
-0.310 -1.457 0.464

Entry from OMol25: a structure of composition C13H25BFeO3P2 (ωB97M-V with the def2-TZVPD basis set).

## Properties
total charge: 0
2S+1: 5
E_LUMO (alpha / beta): 0.6 / 0.6 eV

Atoms and positions in Å:
1 Fe 1.043 -0.426 -2.558
2 H -1.083 -1.856 -0.464
3 H -2.306 0.187 1.157
4 P -0.244 -2.598 -1.470
5 P 0.247 1.619 -2.187
6 C 1.535 2.499 -1.262
7 H 1.524 3.554 -1.546
8 H 1.352 2.399 -0.190
9 H 2.515 2.073 -1.486
10 C 0.218 2.249 -3.890
11 H -0.636 1.804 -4.418
12 H 0.125 3.343 -3.867
13 H 1.145 1.943 -4.396
14 C -1.239 2.312 -1.374
15 H -1.185 2.186 -0.291
16 H -1.280 3.373 -1.635
17 H -2.129 1.807 -1.750
18 C 0.237 -2.661 -3.254
19 H 0.776 -3.598 -3.491
20 H -0.668 -2.614 -3.874
21 H 0.933 -1.848 -3.577
22 C 1.157 -3.434 -0.642
23 H 1.073 -3.274 0.436
24 H 1.124 -4.507 -0.880
25 H 2.134 -3.056 -0.960
26 C -1.518 -3.928 -1.381
27 H -2.424 -3.673 -1.940
28 H -1.154 -4.898 -1.750
29 H -1.834 -4.073 -0.339
30 C 1.593 -0.502 -0.773
31 O 1.404 -0.412 0.391
32 H -0.425 -0.022 -2.222
33 O -0.778 -0.524 2.748
34 B -1.316 0.377 1.820
35 O -0.709 1.650 1.978
36 C -0.049 1.570 3.181
37 C 0.164 2.623 4.054
38 C 0.099 2.376 5.433
39 C 0.066 1.059 5.907
40 C 0.103 -0.010 5.005
41 C -0.090 0.245 3.656
42 H 0.287 3.621 3.641
43 H 0.025 3.221 6.134
44 H -0.030 0.865 6.987
45 H 0.219 -1.036 5.341

Atoms 1-3, force components in eV/Å:
0.784 0.696 0.995
0.585 0.032 0.408
0.832 -0.035 0.031

Total energy readings, ordered: -36805.614, -15918.012, -156821.614, -73664.496 eV
Largest force on an atom readings, ordered: 4.369, 2.194, 2.154, 2.926 eV/A